<i>
Below is a single C5H10FNO molecule, with properties calculated with wB97M-V/def2-TZVPD.

The HOMO energy comes out at -9.485 eV. As for the structure (SMILES): N[C@H]1C[C@@H](CF)[C@H]1O. The frontier orbital gap comes out at 10.410 eV.

Each line ends with the Löwdin charge.
Element x y z (Å)
N (-0.936, -0.669, -1.659)  0.050
C (0.180, 0.157, -1.293)  -0.316
C (-0.158, 1.314, -0.333)  -0.086
C (0.511, 0.536, 0.826)  -0.230
C (-0.328, -0.038, 1.970)  -0.156
F (-1.626, -0.418, 1.615)  -0.060
C (1.085, -0.516, -0.153)  -0.335
O (0.905, -1.852, 0.052)  -0.007
H (-1.304, -0.427, -2.562)  0.078
H (-1.676, -0.608, -1.003)  0.061
H (0.778, 0.368, -2.219)  0.149
H (0.397, 2.226, -0.575)  0.106
H (-1.235, 1.531, -0.273)  0.115
H (1.385, 1.078, 1.277)  0.148
H (0.233, -0.933, 2.330)  0.127
H (-0.457, 0.652, 2.799)  0.111
H (2.150, -0.278, -0.374)  0.150
H (0.096, -2.124, -0.423)  0.094

<ii>
Below is a single C5H10FNO molecule, with properties calculated with wB97M-V/def2-TZVPD.

The HOMO energy comes out at -8.973 eV. As for the structure (SMILES): CO[C@@H]1[C@@H](N)C[C@@H]1F. The frontier orbital gap comes out at 9.733 eV.

Each line ends with the Löwdin charge.
Element x y z (Å)
C (2.154, -1.271, -0.425)  -0.103
O (1.118, -1.097, 0.545)  -0.128
C (-0.084, -0.693, -0.043)  -0.291
C (-0.414, 0.842, -0.412)  -0.448
N (-1.672, 0.936, -1.196)  -0.002
C (-0.571, 1.107, 0.958)  -0.135
C (-0.980, -0.404, 1.123)  -0.238
F (-0.572, -1.044, 2.303)  -0.019
H (2.486, -0.416, -1.031)  0.083
H (3.014, -1.374, 0.189)  0.052
H (2.171, -2.448, -0.914)  0.163
H (-0.455, -1.297, -0.988)  0.174
H (0.560, 1.237, -0.984)  0.164
H (-1.093, 1.209, -2.155)  0.134
H (-2.211, 1.950, -0.816)  0.169
H (-1.498, 1.688, 1.209)  0.119
H (0.236, 1.453, 1.536)  0.113
H (-2.189, -0.379, 1.101)  0.192

From most stable to least stable, the computed energies give <i>, <ii>.

<i>
Below is a single C2H5OPS2 molecule, with properties calculated with wB97M-V/def2-TZVPD.

The HOMO energy comes out at -8.904 eV. As for the structure (SMILES): C=C[P@@](O)(=S)S. The frontier orbital gap comes out at 9.337 eV.

Each line ends with the Löwdin charge.
Element x y z (Å)
C (-1.176, 0.213, -1.214)  -0.051
C (-0.040, -0.278, -0.751)  -0.334
P (0.563, 0.230, 0.920)  0.051
O (1.732, -0.826, 1.355)  -0.301
S (1.012, 2.201, 1.143)  0.112
S (-0.934, -0.631, 2.192)  0.478
H (-1.278, 0.039, -2.260)  0.054
H (-1.807, 0.930, -0.638)  0.084
H (0.527, -0.978, -1.323)  0.064
H (2.629, -0.667, 1.270)  0.027
H (-0.557, 0.063, 3.258)  -0.185

<ii>
Below is a single C2H5OPS2 molecule, with properties calculated with wB97M-V/def2-TZVPD.

The HOMO energy comes out at -8.887 eV. As for the structure (SMILES): O=S1#[PH]CCS1. The frontier orbital gap comes out at 8.759 eV.

Each line ends with the Löwdin charge.
Element x y z (Å)
O (-2.629, 0.476, 1.764)  -0.693
S (-2.754, 0.180, -0.127)  0.374
P (-1.115, 1.622, -0.641)  0.717
C (0.150, 0.288, -0.761)  -0.521
C (-0.212, -0.949, 0.135)  -0.545
S (-1.820, -1.603, -0.468)  0.543
H (-0.864, 2.037, 0.793)  -0.027
H (1.020, 0.771, -0.383)  0.059
H (0.102, -0.171, -1.686)  0.027
H (0.328, -1.872, 0.119)  0.058
H (-0.480, -0.783, 1.113)  0.008

From most stable to least stable, the computed energies give <i>, <ii>.

<i>
Below is a single C5H8O3S molecule, with properties calculated with wB97M-V/def2-TZVPD.

The HOMO energy (spin up / spin down) comes out at -9.462 / -10.609 eV. The frontier orbital gap (spin up / spin down) comes out at 6.928 / 8.360 eV.

Each line ends with the Löwdin charge.
Element x y z (Å)
C (0.639, -0.551, -0.212)  -0.228
C (1.033, -1.760, 0.206)  0.057
C (-0.128, 0.675, 0.281)  -0.757
C (-1.388, 0.950, -0.588)  -0.021
C (-0.829, 0.089, 1.610)  -0.003
O (2.821, -0.596, -1.887)  -0.345
O (1.024, 0.702, -2.797)  -0.329
O (0.737, 1.580, 0.540)  0.048
S (1.745, 0.293, -1.620)  0.870
H (1.903, -2.156, -0.434)  0.092
H (0.766, -2.329, 1.121)  0.090
H (-1.973, -0.002, -0.647)  0.104
H (-1.047, 1.477, -1.515)  0.094
H (-2.051, 1.521, 0.037)  0.070
H (-1.273, 1.023, 2.102)  0.118
H (-0.265, -0.446, 2.344)  0.072
H (-1.714, -0.470, 1.460)  0.068

<ii>
Below is a molecular structure, C5H8O3S, with properties calculated with wB97M-V/def2-TZVPD.

The HOMO energy comes out at -10.225 eV. The frontier orbital gap comes out at 10.501 eV.

Each line ends with the Löwdin charge.
Element x y z (Å)
C (-0.460, -1.228, 0.070)  -0.437
C (0.971, -1.630, -0.422)  -0.114
C (-0.317, 0.194, 0.165)  -0.513
C (-0.780, 1.075, 1.335)  -0.027
C (-0.776, 0.817, -1.132)  -0.037
O (-1.362, -2.005, 0.332)  0.126
O (2.262, 0.605, -1.089)  -0.296
O (2.171, -0.004, 1.297)  -0.289
S (1.552, 0.021, 0.013)  0.700
H (1.446, -2.391, 0.309)  0.144
H (0.874, -1.958, -1.521)  0.143
H (-0.047, 1.919, 1.639)  0.127
H (-0.922, 0.455, 2.239)  0.090
H (-1.833, 1.389, 1.159)  0.096
H (-0.503, 1.849, -1.212)  0.100
H (-1.778, 0.710, -1.134)  0.053
H (-0.498, 0.182, -2.049)  0.136

From most stable to least stable, the computed energies give <ii>, <i>.

<i>
Below is 3 unconnected molecules or ions with the total composition C6H20N2O2, with properties calculated with wB97M-V/def2-TZVPD.

The HOMO energy comes out at -8.027 eV. As for the structure (SMILES): CNCCC[C@H](C)N.O.O. The frontier orbital gap comes out at 8.587 eV.

Each line ends with the Löwdin charge.
Element x y z (Å)
C (-2.032, -1.685, 1.562)  -0.126
N (-1.386, -0.488, 1.079)  -0.154
C (-1.846, 0.066, -0.165)  -0.214
C (-1.036, -0.559, -1.371)  -0.167
C (0.408, -0.924, -1.014)  -0.187
C (1.217, 0.302, -0.577)  -0.437
C (2.441, 0.457, -1.505)  -0.067
N (1.665, 0.245, 0.847)  0.031
H (-2.146, -2.528, 0.859)  0.077
H (-1.531, -2.027, 2.463)  0.073
H (-3.073, -1.397, 1.754)  0.074
H (-0.514, -0.165, 1.451)  0.048
H (-1.662, 1.144, -0.180)  0.099
H (-2.907, -0.138, -0.285)  0.110
H (-0.976, 0.178, -2.178)  0.100
H (-1.634, -1.422, -1.656)  0.099
H (0.829, -1.541, -1.810)  0.110
H (0.493, -1.635, -0.179)  0.113
H (0.608, 1.198, -0.670)  0.094
H (3.011, -0.472, -1.504)  0.080
H (3.053, 1.337, -1.322)  0.074
H (2.045, 0.560, -2.524)  0.082
H (2.132, 1.127, 1.060)  0.081
H (2.489, -0.356, 0.827)  0.081
O (0.339, -0.515, 3.823)  -0.072
H (0.946, -0.014, 3.257)  0.008
H (-0.472, -0.179, 3.417)  0.013
O (-0.244, 3.266, -2.173)  -0.051
H (-0.006, 2.367, -1.914)  -0.011
H (-0.212, 3.800, -1.375)  0.039

<ii>
Below is 3 unconnected molecules or ions with the total composition C6H20N2O2, with properties calculated with wB97M-V/def2-TZVPD.

The HOMO energy comes out at -8.990 eV. As for the structure (SMILES): CCCN[C@@H](C)CN.O.O. The frontier orbital gap comes out at 9.627 eV.

Each line ends with the Löwdin charge.
Element x y z (Å)
C (-2.638, -1.849, 0.438)  -0.103
C (-2.416, -0.327, 0.398)  -0.229
C (-1.186, 0.233, 1.152)  -0.206
N (0.127, 0.230, 0.437)  -0.050
C (1.154, -0.722, 0.946)  -0.399
C (0.820, -2.183, 0.730)  -0.069
C (2.452, -0.483, 0.142)  -0.255
N (2.921, 0.898, 0.057)  0.008
H (-2.067, -2.347, -0.337)  0.062
H (-2.310, -2.216, 1.405)  0.062
H (-3.703, -2.016, 0.299)  0.067
H (-2.268, 0.016, -0.626)  0.087
H (-3.261, 0.142, 0.901)  0.101
H (-1.096, -0.204, 2.146)  0.116
H (-1.316, 1.301, 1.266)  0.087
H (0.101, -0.082, -0.536)  0.072
H (1.349, -0.474, 1.986)  0.134
H (0.454, -2.346, -0.291)  0.083
H (1.660, -2.864, 0.812)  0.077
H (0.013, -2.566, 1.341)  0.060
H (3.248, -1.043, 0.599)  0.105
H (2.224, -0.807, -0.874)  0.116
H (2.324, 1.471, -0.506)  0.037
H (2.842, 1.315, 0.971)  0.063
O (-0.231, 3.094, -0.872)  -0.057
H (0.021, 2.208, -0.563)  -0.011
H (-1.112, 3.240, -0.573)  0.014
O (-0.498, 0.545, -2.637)  -0.057
H (0.125, 1.248, -2.843)  0.039
H (-1.353, 0.922, -2.865)  0.045

<iii>
Below is 3 unconnected molecules or ions with the total composition C6H20N2O2, with properties calculated with wB97M-V/def2-TZVPD.

The HOMO energy comes out at -8.472 eV. As for the structure (SMILES): CCN[C@H](C)CNC.O.O. The frontier orbital gap comes out at 9.086 eV.

Each line ends with the Löwdin charge.
Element x y z (Å)
C (1.323, -1.938, 1.561)  -0.081
C (1.224, -0.445, 1.270)  -0.298
N (0.304, -0.197, 0.168)  -0.079
C (0.153, 1.208, -0.233)  -0.390
C (-0.242, 2.148, 0.914)  -0.052
C (-0.890, 1.322, -1.348)  -0.209
N (-0.693, 0.488, -2.527)  -0.109
C (-1.479, -0.735, -2.543)  -0.144
H (1.633, -2.487, 0.673)  0.072
H (0.362, -2.325, 1.906)  0.069
H (2.063, -2.115, 2.347)  0.077
H (2.201, -0.060, 0.974)  0.119
H (0.953, 0.079, 2.197)  0.100
H (-0.601, -0.628, 0.329)  0.111
H (1.132, 1.518, -0.610)  0.140
H (-0.509, 3.121, 0.500)  0.080
H (-1.092, 1.745, 1.460)  0.068
H (0.589, 2.319, 1.597)  0.075
H (-1.868, 1.119, -0.905)  0.123
H (-0.900, 2.373, -1.651)  0.112
H (0.290, 0.258, -2.626)  0.070
H (-1.257, -1.288, -3.452)  0.077
H (-1.327, -1.397, -1.679)  0.064
H (-2.540, -0.481, -2.588)  0.075
O (1.952, -1.100, -2.018)  -0.078
H (2.772, -0.626, -1.837)  0.040
H (1.370, -0.927, -1.251)  -0.013
O (-1.938, -0.056, 3.102)  -0.049
H (-1.712, -0.642, 3.832)  0.042
H (-1.272, -0.251, 2.436)  -0.012

From most stable to least stable, the computed energies give <iii>, <ii>, <i>.